Record 1
{"formula": "CH11O5", "method": "ωB97M-V with the def2-TZVPD basis set", "elements": ["C", "O", "H", "H", "H", "H", "H", "O", "H", "H", "O", "H", "H", "O", "H", "H", "O"], "coordinates": [[-1.41515, -0.86745, -0.85369], [-0.18319, -0.50566, -0.26239], [-1.48318, -1.93951, -1.13214], [-2.25635, -0.70687, -0.15614], [-1.48204, -0.25728, -1.75398], [0.74316, 2.71972, -0.34670], [0.74486, 1.93368, -1.55374], [0.38477, 2.76769, -1.23676], [-0.86977, 0.33225, 1.07361], [-0.63920, 0.21248, 2.50585], [-1.20331, 0.73068, 1.92712], [2.16676, -0.81239, -0.71085], [1.10668, -0.21104, -1.28146], [2.10839, -0.15210, -1.44711], [-0.03008, -1.21490, 0.96555], [-0.26898, -2.65189, 1.40306], [0.25791, -1.91584, 1.74319]], "forces_ev_per_angstrom": [[0.91, 0.05, 0.38], [-0.94, -0.16, -0.03], [0.21, 0.15, -0.09], [-0.02, 0.27, -0.34], [-0.79, -0.07, -0.25], [-0.25, 0.29, 0.39], [-0.09, -0.28, -0.43], [0.35, -0.06, 0.06], [-0.27, 0.75, -0.02], [-0.07, -0.10, 0.55], [0.31, -0.23, -0.43], [1.01, 0.62, -0.65], [0.21, 0.59, -0.37], [-1.15, -1.20, 1.18], [1.11, -0.90, 0.35], [0.24, -0.13, 0.40], [-0.78, 0.40, -0.70]], "orbital_gap_ev": 9.0, "total_charge": -1, "energy_ha": -420.923701, "fmax_ha_per_bohr": 0.0396, "e_homo_ev": -4.99, "de_lowest_kcal_mol": 17.01}

***

Record 2
{"formula": "CH11O5", "method": "ωB97M-V with the def2-TZVPD basis set", "elements": ["C", "O", "H", "H", "H", "H", "H", "O", "H", "H", "O", "H", "H", "O", "H", "H", "O"], "coordinates": [[-0.98428, 0.26978, -1.40768], [-0.09477, -0.17995, -0.43568], [-1.99204, 0.49372, -1.01644], [-0.64108, 1.23001, -1.81747], [-1.16741, -0.47696, -2.19607], [0.66345, 2.39904, 0.73813], [-0.73533, 1.91856, 1.32034], [-0.21421, 2.68401, 0.99364], [-0.75216, 0.00202, 0.65114], [-0.71673, -0.18866, 2.22457], [-1.36896, 0.16724, 1.61860], [2.90506, -0.49788, 0.11784], [1.53072, 0.05235, -0.46244], [2.51272, 0.15356, -0.46186], [0.04959, -1.90774, -0.43971], [-0.75722, -3.14311, -0.20606], [0.13272, -2.89058, -0.44155]], "forces_ev_per_angstrom": [[-0.21, 0.32, -0.08], [-0.37, -0.32, 0.05], [0.13, -0.10, 0.33], [0.01, -0.19, -0.40], [0.33, 0.15, -0.17], [-0.08, -0.55, -0.01], [0.50, -0.25, -0.22], [-0.44, 0.78, 0.24], [-0.45, 0.01, 0.53], [-0.05, -0.06, 0.43], [0.51, 0.05, -0.65], [-0.30, -0.20, 0.09], [-0.27, -0.29, 0.10], [0.67, 0.58, -0.24], [0.27, 0.42, -0.10], [-0.32, -0.31, 0.13], [0.07, -0.06, -0.04]], "orbital_gap_ev": 9.2, "total_charge": -1, "energy_ha": -420.945745, "fmax_ha_per_bohr": 0.0181, "e_homo_ev": -5.21, "de_lowest_kcal_mol": 3.18}

***

Record 3
{"formula": "CH11O7", "method": "ωB97M-V with the def2-TZVPD basis set", "elements": ["O", "C", "O", "H", "H", "H", "O", "H", "H", "O", "H", "H", "O", "H", "H", "O", "H", "H", "O"], "coordinates": [[-0.75921, 0.33357, 2.16519], [0.05412, 1.21644, 1.81273], [0.15102, 1.69211, 0.66623], [0.70955, 1.59591, 2.60490], [-0.49506, -2.14241, 0.28440], [0.28902, -0.77066, 0.29629], [0.35274, -1.70330, 0.07525], [2.26186, -1.47958, -0.67232], [2.33477, -0.36619, -1.68091], [2.80736, -1.15615, -1.40552], [-2.43678, -0.97901, 0.25911], [-1.75498, -0.78503, 1.52170], [-2.17040, -1.52305, 1.01380], [-1.63465, 1.40906, -1.75002], [-1.32888, 1.49865, -0.26898], [-1.87460, 0.98223, -0.92065], [1.80465, 1.13779, -1.09376], [0.44954, 0.38296, -1.21373], [1.23989, 0.65669, -1.69371]], "forces_ev_per_angstrom": [[0.37, 0.38, 0.55], [-1.10, -0.74, 0.28], [0.56, 0.64, -0.41], [0.41, 0.25, 0.18], [0.19, 0.95, 0.22], [-0.63, -0.15, 0.51], [0.67, -0.75, -0.50], [0.01, -0.15, -0.34], [-0.34, -0.33, -0.39], [1.51, -1.36, 0.62], [-0.17, -0.33, -0.31], [0.33, -0.33, 0.33], [-0.61, 0.35, -0.24], [-0.14, -0.15, -0.12], [-0.02, -0.73, -0.07], [0.11, 0.58, 0.03], [-0.43, 0.57, 0.68], [-0.01, 0.24, 0.20], [-0.72, 1.08, -1.22]], "orbital_gap_ev": 9.8, "total_charge": -1, "energy_ha": -571.479061, "fmax_ha_per_bohr": 0.0413, "e_homo_ev": -6.14, "de_lowest_kcal_mol": 10.83}

***

Record 4
{"formula": "CH12N2O4", "method": "ωB97M-V with the def2-TZVPD basis set", "elements": ["H", "N", "C", "N", "H", "H", "H", "O", "H", "H", "O", "H", "H", "O", "H", "H", "O", "H", "H"], "coordinates": [[1.20229, -3.06076, -3.77507], [1.18085, -2.08635, -3.48598], [0.76522, -1.87484, -2.23239], [1.02929, -0.59014, -1.58592], [0.57402, -2.65617, -1.45872], [0.97411, 0.17669, -2.39509], [0.22782, -0.42251, -0.90677], [1.94984, 0.24778, 2.26861], [2.57176, 0.99557, 2.65012], [1.26384, 0.85549, 2.20871], [-5.95847, -0.33646, 4.80978], [-5.13875, -0.84408, 4.86314], [-6.13823, -0.19229, 3.81702], [0.89748, -0.11678, -5.78418], [0.96219, -0.70234, -4.98802], [1.57556, -0.60318, -6.28152], [0.78618, 3.81840, 4.52903], [0.25747, 4.53932, 3.88803], [0.20537, 2.99521, 4.68999]], "forces_ev_per_angstrom": [[-0.38, -0.02, 0.43], [-1.51, 1.12, 3.52], [3.31, 0.37, -1.77], [-2.93, 0.22, -2.77], [-0.30, 0.36, -0.87], [0.30, -1.97, 2.39], [1.50, -0.03, -1.02], [3.83, 1.60, 1.63], [-0.84, -2.74, -0.95], [-3.01, 1.18, -0.65], [-0.41, 0.35, -2.23], [-0.17, 0.10, -0.19], [0.58, -0.45, 2.41], [0.76, -1.30, 0.63], [-0.49, 0.64, -0.10], [-0.23, 0.61, -0.45], [-2.80, 1.06, -2.07], [1.82, -3.41, 2.73], [0.98, 2.31, -0.68]], "orbital_gap_ev": 10.3, "energy_ha": -455.690350, "smiles": "[H]/N=C/N.O.O.O.O", "fmax_ha_per_bohr": 0.0919, "e_homo_ev": -10.14, "de_lowest_kcal_mol": 66.31}

***

Record 5
{"formula": "CH12NO3", "method": "ωB97M-V with the def2-TZVPD basis set", "elements": ["C", "N", "H", "H", "H", "H", "H", "H", "H", "H", "O", "H", "H", "O", "H", "H", "O"], "coordinates": [[1.08498, 0.05729, 0.43736], [-0.35901, -0.29575, -0.00369], [1.63625, -0.74985, -0.02613], [1.20019, 1.11404, 0.25352], [1.12000, -0.08498, 1.51363], [-0.57513, -0.95166, 0.77473], [-0.37876, -0.73834, -0.91917], [-1.04614, 0.46167, 0.06235], [-0.96610, 3.39934, 1.20110], [-0.19967, 3.20285, -0.08302], [-0.78034, 2.73484, 0.52811], [0.01138, 0.37891, -3.79473], [0.68032, -0.98917, -3.82814], [0.40209, -0.29228, -3.22459], [-1.06768, -2.03354, 2.90535], [-0.27288, -3.07616, 2.07414], [-0.48952, -2.13722, 2.12919]], "forces_ev_per_angstrom": [[-1.86, -0.20, 0.05], [0.54, -0.11, 1.75], [0.86, 0.72, -0.30], [0.85, -0.14, -0.63], [-0.07, -0.04, 0.03], [-0.61, -0.49, -0.73], [-0.05, 0.11, -0.17], [0.47, 0.28, -0.18], [-0.15, -0.12, 0.10], [-0.08, 0.00, -0.09], [0.23, -0.02, -0.08], [0.02, -0.01, 0.02], [0.03, -0.01, 0.01], [-0.13, -0.03, 0.22], [0.32, -0.16, -0.36], [-0.06, 0.08, 0.06], [-0.30, 0.13, 0.32]], "orbital_gap_ev": 12.4, "total_charge": 1, "energy_ha": -325.539567, "fmax_ha_per_bohr": 0.0363, "e_homo_ev": -15.29, "de_lowest_kcal_mol": 16.45}

***

Record 6
{"formula": "CH12NO4", "method": "ωB97M-V with the def2-TZVPD basis set", "elements": ["C", "N", "H", "H", "H", "H", "H", "H", "O", "H", "H", "O", "H", "H", "O", "H", "H", "O"], "coordinates": [[-1.26629, -1.37675, -1.06920], [-1.10705, -0.28599, -0.44219], [-2.24929, -1.83107, -1.02487], [-0.51115, -1.71464, -1.79457], [-0.27463, 0.27457, -0.23705], [-1.93238, 0.08677, 0.02542], [-4.86302, -0.07587, 1.26752], [-3.95970, 1.20894, 0.87853], [-4.08923, 0.26257, 0.81483], [0.26606, -0.02607, -3.57618], [-0.12184, -1.36083, -4.27114], [0.10014, -0.96292, -3.42236], [2.12185, 0.47107, 1.40381], [1.21433, -0.77650, 1.36469], [1.61077, -0.09378, 0.81175], [5.60522, 2.59695, 3.07368], [4.47321, 1.64953, 3.47912], [4.98300, 1.95402, 2.71820]], "forces_ev_per_angstrom": [[0.44, 0.17, -1.07], [-1.01, 0.63, 1.09], [-0.01, 0.01, 0.01], [-0.03, -0.17, 0.87], [0.63, -0.58, -0.70], [-0.18, -0.22, 0.33], [-0.15, 0.58, 0.20], [-0.83, 0.14, 0.46], [1.23, -0.64, -0.77], [0.06, -0.12, -0.25], [0.12, 0.16, -0.09], [-0.04, 0.05, -0.04], [0.05, -0.05, -0.06], [0.32, 0.02, 0.17], [-0.56, 0.05, -0.17], [-0.02, -0.03, -0.01], [0.23, 0.11, -0.05], [-0.26, -0.11, 0.09]], "orbital_gap_ev": 9.2, "total_charge": 1, "energy_ha": -400.739879, "fmax_ha_per_bohr": 0.0313, "e_homo_ev": -13.74, "de_lowest_kcal_mol": 24.86}